(1)
{
  "formula": "C5H6HgO4",
  "method": "wB97M-V/def2-TZVPD",
  "spin_multiplicity": 2,
  "largest_force_ev_per_a": 4.5,
  "charge": 1,
  "homo_lumo_gap_ev": [5.7, 7.9],
  "e_above_lowest_kcal_mol": 97.5,
  "homo_ev": [-11.63, -13.57],
  "lumo_ev": [-5.889, -5.676],
  "symbols": ["C", "C", "H", "H", "H", "Hg", "C", "O", "C", "O", "O", "H", "H", "H", "C", "O"],
  "coordinates": [[-0.80, 1.22, 0.48], [0.19, 1.39, -0.56], [-1.34, 2.09, 0.88], [0.37, 1.55, 0.98], [0.56, 2.42, -0.63], [-2.08, -0.25, -0.19], [0.66, 0.59, -1.71], [1.33, -0.67, -1.31], [0.90, -1.36, -0.32], [-0.13, -1.11, 0.34], [1.76, -2.25, 0.09], [1.45, 1.07, -2.29], [-0.10, 0.34, -2.47], [1.49, -2.64, 0.93], [-2.11, -1.39, 3.43], [-2.13, -1.02, 2.36]],
  "lowdin_spin": [0.27, 0.05, 0.02, 0.01, 0.01, 0.52, 0.01, 0.02, 0.01, 0.06, 0.00, 0.00, 0.00, 0.00, 0.00, 0.03]
}

***

(2)
{
  "formula": "C5H6IN",
  "method": "wB97M-V/def2-TZVPD",
  "spin_multiplicity": 1,
  "largest_force_ev_per_a": 5.2,
  "charge": 0,
  "homo_lumo_gap_ev": 9.4,
  "e_above_lowest_kcal_mol": 18.8,
  "homo_ev": -9.21,
  "lumo_ev": 0.184,
  "smiles": "CC(C)=C(I)C#N",
  "symbols": ["C", "C", "C", "C", "C", "N", "I", "H", "H", "H", "H", "H", "H"],
  "coordinates": [[-0.87, 3.04, -0.84], [-0.16, 1.93, -1.23], [-0.03, 0.72, -0.57], [0.77, -0.44, -1.11], [-0.64, 0.63, 0.78], [-1.48, 3.96, -0.52], [0.62, 2.00, -3.19], [0.39, -0.95, -2.12], [0.88, -1.35, -0.41], [1.69, -0.12, -1.32], [-1.60, 0.31, 0.58], [-0.66, 1.54, 1.26], [-0.04, -0.08, 1.39]],
  "mulliken_charge": [0.12, -0.16, 1.15, -1.64, -1.50, -0.37, 0.05, 0.31, 0.32, 0.52, 0.36, 0.48, 0.36]
}

***

(3)
{
  "formula": "C5H6INO3S",
  "method": "wB97M-V/def2-TZVPD",
  "spin_multiplicity": 1,
  "largest_force_ev_per_a": 1.7,
  "charge": 0,
  "homo_lumo_gap_ev": 8.7,
  "e_above_lowest_kcal_mol": 0.0,
  "homo_ev": -9.63,
  "lumo_ev": -0.900,
  "symbols": ["C", "C", "C", "C", "C", "N", "O", "O", "O", "S", "I", "H", "H", "H", "H", "H", "H"],
  "coordinates": [[-0.61, -0.56, 0.43], [1.52, -0.06, -0.78], [0.68, 0.17, 0.22], [-1.79, 0.35, 0.14], [-3.15, -0.13, 0.19], [-4.12, -0.46, 0.88], [-4.40, 2.18, -0.13], [-6.80, 2.43, -0.48], [-2.62, 0.00, -1.00], [-5.74, 1.94, 0.36], [-5.85, -1.01, -0.06], [-0.67, -1.43, -0.23], [-0.67, -0.90, 1.46], [2.43, 0.50, -0.90], [1.33, -0.82, -1.52], [0.89, 0.94, 0.95], [-1.63, 1.42, 0.25]],
  "mulliken_charge": [-0.62, -0.77, -0.13, -0.03, 0.71, -0.77, -0.41, -0.40, -0.41, 0.66, 0.16, 0.38, 0.27, 0.27, 0.25, 0.33, 0.52]
}

***

(4)
{
  "formula": "C5H6INOS2",
  "method": "wB97M-V/def2-TZVPD",
  "spin_multiplicity": 1,
  "largest_force_ev_per_a": 4.6,
  "charge": 0,
  "homo_lumo_gap_ev": 7.8,
  "e_above_lowest_kcal_mol": 40.6,
  "homo_ev": -8.58,
  "lumo_ev": -0.776,
  "symbols": ["C", "C", "C", "C", "C", "N", "O", "S", "S", "I", "H", "H", "H", "H", "H", "H"],
  "coordinates": [[-0.17, 0.47, 0.03], [1.24, 0.88, 0.24], [-1.31, 1.18, 0.16], [1.27, -1.82, -0.37], [-2.65, 0.81, -0.40], [2.19, 0.07, -0.18], [1.56, 2.01, 0.63], [-0.12, -1.01, -0.95], [1.77, -2.62, 1.13], [4.14, 0.29, 0.01], [-1.42, 2.19, 0.55], [1.98, -2.26, -1.10], [-3.02, 1.72, -0.95], [-3.44, 0.58, 0.38], [-2.67, 0.00, -1.07], [0.64, -2.48, 1.88]],
  "mulliken_charge": [0.17, 0.55, -0.01, -0.06, -1.14, -0.56, -0.67, -0.13, -0.08, 0.15, 0.40, 0.28, 0.29, 0.27, 0.37, 0.16]
}

***

(5)
{
  "formula": "C5H6LiO3",
  "method": "wB97M-V/def2-TZVPD",
  "spin_multiplicity": 2,
  "largest_force_ev_per_a": 2.8,
  "charge": 0,
  "homo_lumo_gap_ev": [5.2, 7.1],
  "e_above_lowest_kcal_mol": 25.2,
  "homo_ev": [-5.71, -7.56],
  "lumo_ev": [-0.476, -0.482],
  "symbols": ["O", "C", "O", "C", "C", "C", "C", "O", "H", "H", "H", "H", "H", "Li", "H"],
  "coordinates": [[0.39, 3.21, 1.33], [1.01, 2.81, 2.21], [1.60, 2.41, 3.13], [6.13, 4.16, 1.07], [6.25, 3.50, 2.26], [5.17, 2.95, 3.01], [5.31, 2.66, 4.48], [4.21, 2.82, 5.25], [5.18, 4.18, 0.52], [7.00, 4.57, 0.56], [7.26, 3.33, 2.65], [4.18, 3.10, 2.56], [6.30, 2.98, 4.88], [2.83, 2.19, 4.47], [5.35, 1.55, 3.78]],
  "lowdin_spin": [0.00, 0.00, 0.00, 0.29, 0.03, 0.38, 0.13, 0.04, 0.02, 0.02, -0.01, 0.02, 0.01, 0.00, 0.06]
}

***

(6)
{
  "formula": "C5H6LiO4Rb",
  "method": "wB97M-V/def2-TZVPD",
  "spin_multiplicity": 1,
  "largest_force_ev_per_a": 6.6,
  "charge": 0,
  "homo_lumo_gap_ev": 3.9,
  "e_above_lowest_kcal_mol": 48.8,
  "homo_ev": -4.89,
  "lumo_ev": -0.947,
  "symbols": ["O", "C", "O", "O", "C", "Li", "H", "H", "C", "C", "H", "H", "Rb", "O", "C", "H", "H"],
  "coordinates": [[3.28, 4.01, -0.46], [2.18, 4.57, -0.71], [1.86, 5.69, -0.25], [1.35, 3.90, -1.53], [0.21, 4.55, -2.07], [3.67, 5.66, 0.52], [0.10, 4.15, -3.08], [0.46, 5.60, -2.25], [-1.20, 4.66, -1.13], [-1.41, 3.26, -1.42], [-1.85, 5.35, -1.69], [-1.01, 4.83, -0.07], [-2.32, -1.30, -1.41], [-2.59, 1.39, -0.57], [-1.63, 2.30, -0.43], [-1.47, 2.65, 0.61], [-0.89, 2.29, -2.00]],
  "mulliken_charge": [-0.89, 0.97, -0.87, -0.26, -0.79, 0.87, 0.40, 0.43, -0.17, -0.37, 0.24, 0.27, 0.93, -0.78, -0.13, 0.23, -0.08]
}

***

(7)
{
  "formula": "C5H6LiO4V",
  "method": "wB97M-V/def2-TZVPD",
  "spin_multiplicity": 5,
  "largest_force_ev_per_a": 3.5,
  "charge": 2,
  "homo_lumo_gap_ev": [5.9, 7.3],
  "e_above_lowest_kcal_mol": 7.7,
  "homo_ev": [-14.82, -16.26],
  "lumo_ev": [-8.918, -8.918],
  "symbols": ["O", "C", "O", "O", "C", "C", "Li", "H", "H", "H", "V", "C", "C", "O", "H", "H", "H"],
  "coordinates": [[3.39, 0.50, 0.73], [2.21, 0.64, 0.97], [1.51, 0.51, 1.97], [1.44, 0.89, -0.30], [0.18, 0.98, -0.25], [-0.72, 0.57, -1.29], [5.01, 0.06, 1.51], [-0.25, 1.20, 0.74], [-0.26, 0.66, -2.28], [-1.55, 1.30, -1.24], [1.05, -0.45, 3.48], [-1.31, -0.95, -1.08], [-2.61, -1.07, -0.34], [-2.64, -1.45, 0.81], [-0.57, -1.61, -0.62], [-3.42, -0.40, -0.71], [-1.46, -1.36, -2.09]],
  "lowdin_spin": [0.03, 0.05, 0.11, 0.00, 0.01, 0.00, 0.02, 0.00, 0.00, 0.00, 3.78, 0.00, 0.00, 0.00, 0.00, 0.00, 0.00]
}

***

(8)
{
  "formula": "C5H6LuO4",
  "method": "wB97M-V/def2-TZVPD",
  "spin_multiplicity": 2,
  "largest_force_ev_per_a": 4.3,
  "charge": 0,
  "homo_lumo_gap_ev": [6.6, 6.3],
  "homo_ev": [-6.96, -7.62],
  "lumo_ev": [-0.374, -1.317],
  "symbols": ["O", "O", "C", "C", "C", "H", "H", "H", "H", "Lu", "O", "O", "C", "C", "H", "H"],
  "coordinates": [[-0.26, -0.43, -1.82], [0.34, 1.23, -0.51], [1.45, 1.63, 0.18], [2.04, 2.80, -0.06], [0.12, -0.10, -0.68], [1.85, 0.89, 0.88], [0.89, -0.76, -0.24], [2.72, 3.21, 0.68], [1.80, 3.38, -0.95], [-1.73, -2.37, -2.28], [-2.84, -1.58, -0.36], [-1.21, -3.02, -0.13], [-1.84, -1.99, 0.37], [-1.18, -1.11, 1.28], [-0.42, -1.54, 1.93], [-1.72, -0.26, 1.70]],
  "lowdin_spin": [0.08, 0.00, 0.00, 0.00, 0.01, 0.00, 0.00, 0.00, 0.00, 0.75, 0.06, 0.07, 0.01, 0.02, 0.00, 0.00]
}

***

- What is the charge in the fourth record?
  0

***

- What is the formula in the seventh record?
  C5H6LiO4V

***

- What is the charge in the second record?
  0

***

Repeat the sixth record exactly.
{
  "formula": "C5H6LiO4Rb",
  "method": "wB97M-V/def2-TZVPD",
  "spin_multiplicity": 1,
  "largest_force_ev_per_a": 6.6,
  "charge": 0,
  "homo_lumo_gap_ev": 3.9,
  "e_above_lowest_kcal_mol": 48.8,
  "homo_ev": -4.89,
  "lumo_ev": -0.947,
  "symbols": ["O", "C", "O", "O", "C", "Li", "H", "H", "C", "C", "H", "H", "Rb", "O", "C", "H", "H"],
  "coordinates": [[3.28, 4.01, -0.46], [2.18, 4.57, -0.71], [1.86, 5.69, -0.25], [1.35, 3.90, -1.53], [0.21, 4.55, -2.07], [3.67, 5.66, 0.52], [0.10, 4.15, -3.08], [0.46, 5.60, -2.25], [-1.20, 4.66, -1.13], [-1.41, 3.26, -1.42], [-1.85, 5.35, -1.69], [-1.01, 4.83, -0.07], [-2.32, -1.30, -1.41], [-2.59, 1.39, -0.57], [-1.63, 2.30, -0.43], [-1.47, 2.65, 0.61], [-0.89, 2.29, -2.00]],
  "mulliken_charge": [-0.89, 0.97, -0.87, -0.26, -0.79, 0.87, 0.40, 0.43, -0.17, -0.37, 0.24, 0.27, 0.93, -0.78, -0.13, 0.23, -0.08]
}